An isolated ion of composition C2H3Cl2O2S and charge -1 at a distorted geometry, computed with ωB97M-V/def2-TZVPD.

Structure (XYZ):
```
10
Properties=species:S:1:pos:R:3:forces:R:3
C 0.644 -0.532 0.862 -3.285 -3.367 -2.266
C -0.763 -0.078 0.025 1.861 -0.571 1.858
O 0.993 0.084 -1.805 1.183 -0.309 -0.583
O 0.271 2.284 -0.837 0.219 -0.755 0.076
S -0.108 0.989 -1.470 -1.556 0.982 -0.002
Cl -1.606 -1.489 -0.668 0.179 -0.072 0.052
Cl -1.967 0.812 1.046 0.529 -0.159 -0.171
H 1.162 -1.003 -0.103 -0.172 1.662 2.482
H 0.467 -1.458 1.610 0.056 2.398 -1.481
H 0.907 0.390 1.339 0.984 0.191 0.037
```
Positions in Å, forces in eV/Å.

Computed properties:
energy: -42098.2546 eV
HOMO: -3.7 eV
total charge: -1
ΔE to the lowest compared entry with this formula, charge and spin: 10.3 kcal/mol

Löwdin atomic charge list, values in e, 4 entries: atom 1 (C): -0.17, atom 2 (C): -1.34, atom 3 (O): -0.58, atom 4 (O): -0.57

AgH2O as an isolated structure at a distorted geometry, computed with ωB97M-V/def2-TZVPD.

Structure (XYZ):
```
4
Properties=species:S:1:pos:R:3:forces:R:3
H -1.677 -0.141 -0.441 0.258 -0.377 -0.420
O -0.929 -0.201 0.160 0.834 -0.204 0.444
Ag 0.912 -1.371 -0.145 -1.319 0.736 0.040
H -2.122 0.953 1.110 0.227 -0.155 -0.064
```
Positions in Å, forces in eV/Å.

Computed properties:
spin multiplicity: 2
energy: -6074.0681 eV
HOMO (alpha / beta): -7.4 / -9.4 eV
total charge: 0

Electronic structure analysis, Löwdin charges in units of e: atom 1 (H): -0.13, atom 2 (O): -0.61, atom 3 (Ag): 0.64, atom 4 (H): 0.10

C38H41Br8N5O10 as an isolated structure at a distorted geometry, computed with ωB97M-V/def2-TZVPD.

Structure (XYZ):
```
102
Properties=species:S:1:pos:R:3:forces:R:3
Br -2.155 3.797 1.293 0.358 -0.336 0.208
C -2.475 2.155 2.323 -0.756 -0.142 -0.799
C -3.947 2.092 2.622 -0.261 0.606 0.215
Br -4.445 3.483 3.937 -0.044 -0.585 0.032
H -1.823 2.096 3.186 0.022 0.191 -0.047
H -2.310 1.301 1.662 0.464 0.276 0.010
H -4.242 1.091 2.934 0.005 0.177 0.501
H -4.558 2.369 1.768 0.200 -0.168 -0.177
Br -2.211 -5.116 -0.009 0.133 0.224 0.441
C -1.575 -4.935 -1.818 -0.801 -0.360 -0.817
C -0.701 -6.126 -2.115 0.324 0.559 -0.197
Br -0.125 -6.009 -4.007 -0.217 -0.209 0.537
H -1.168 -3.951 -2.033 0.322 -0.074 0.444
H -2.478 -5.041 -2.418 0.029 0.142 -0.031
H -1.286 -7.024 -1.940 0.261 -0.193 -0.315
H 0.212 -6.131 -1.527 -0.016 -0.070 -0.021
Br -6.235 -0.875 0.727 -0.077 -0.240 0.213
C -5.542 -2.092 2.100 0.258 -0.070 -0.225
C -5.110 -3.402 1.466 -0.492 0.022 -0.219
Br -4.375 -4.534 2.874 -0.081 0.012 -0.210
H -6.334 -2.251 2.826 -0.062 0.026 -0.087
H -4.720 -1.572 2.584 0.064 -0.037 -0.085
H -4.388 -3.338 0.655 0.332 0.335 0.344
H -5.955 -3.924 1.022 -0.121 -0.069 0.331
Br -2.550 -1.091 0.196 0.186 0.102 -0.535
C -1.355 0.042 -0.869 0.616 0.452 0.945
C 0.079 -0.161 -0.486 0.410 -0.265 -0.069
Br 0.709 -1.919 -1.141 0.094 0.642 0.055
H -1.554 1.070 -0.557 -0.496 -0.028 -0.273
H -1.482 -0.097 -1.937 -0.499 -0.144 0.123
H 0.306 -0.082 0.575 -0.445 -0.445 0.053
H 0.669 0.661 -0.893 0.124 -0.558 -0.644
C 1.604 2.024 -3.753 -0.486 0.861 0.241
C 2.239 1.312 -4.754 -0.177 0.148 0.336
C 3.611 1.182 -4.697 0.008 0.000 -0.740
C 4.306 1.795 -3.678 0.323 -0.284 1.115
C 3.685 2.470 -2.633 -0.643 0.029 -0.452
C 2.304 2.622 -2.708 0.401 -0.587 -0.060
N 5.741 1.478 -3.516 0.098 -0.672 -0.497
O 6.303 1.822 -2.498 -0.019 0.375 0.193
O 6.264 0.807 -4.388 -0.057 0.326 0.066
H 0.540 2.232 -3.763 -0.092 -0.426 -0.196
H 1.681 0.841 -5.551 -0.024 0.040 -0.010
H 4.102 0.630 -5.485 0.317 -0.017 0.223
H 4.211 2.848 -1.771 0.333 -0.082 -0.257
H 1.761 3.082 -1.895 0.022 0.137 -0.199
C 7.656 1.622 1.766 0.504 0.311 0.405
C 7.402 0.255 1.910 -0.366 0.540 -0.341
C 6.165 -0.236 1.513 -0.187 -0.261 0.282
C 5.214 0.634 0.960 1.645 -0.377 0.412
C 5.470 2.005 0.889 1.658 -7.233 -4.110
C 6.717 2.523 1.307 4.559 -5.640 -5.315
N 3.954 0.065 0.488 0.816 -0.554 -1.086
O 3.939 -1.107 0.172 0.546 -0.509 0.518
O 2.985 0.770 0.311 -0.106 -0.616 -0.679
H 8.646 1.994 2.008 0.007 -0.020 -0.062
H 8.259 -0.331 2.209 -0.395 -0.491 0.218
H 5.876 -1.272 1.630 0.256 -0.110 -0.045
H 4.710 2.688 0.467 1.652 -5.013 -1.869
H 6.855 3.577 1.225 4.988 -2.664 -5.689
C 5.428 3.561 1.800 -5.587 5.744 6.335
C 4.803 2.706 2.736 -3.125 1.541 1.776
C 3.518 2.263 2.471 -0.551 1.131 1.632
C 2.771 2.724 1.373 1.270 1.467 0.798
C 3.407 3.565 0.472 -2.543 2.070 0.598
C 4.710 3.987 0.662 -1.338 6.321 0.899
N 1.398 2.310 1.157 0.755 0.327 0.463
O 0.908 2.612 0.090 -0.604 0.162 -0.078
O 0.858 1.666 2.033 -0.155 0.141 -0.138
H 6.438 3.860 1.977 -3.894 4.236 5.579
H 5.363 2.306 3.568 0.023 0.100 0.055
H 3.044 1.633 3.214 -0.062 -0.242 -0.232
H 2.827 3.949 -0.355 0.243 -0.028 -0.057
H 5.169 4.609 -0.095 0.083 0.116 0.130
C -8.570 1.171 -3.922 -0.885 0.916 -0.410
C -8.482 1.559 -2.595 0.961 -1.392 0.347
C -7.274 1.346 -1.908 -0.305 1.362 -0.724
C -6.145 0.996 -2.655 -0.924 0.017 0.216
C -6.250 0.708 -4.015 0.932 0.588 -0.013
C -7.458 0.810 -4.664 -0.108 -0.130 0.497
N -4.817 0.993 -2.028 0.759 -0.707 0.320
O -4.643 1.548 -0.965 -0.622 0.396 0.004
O -3.927 0.377 -2.592 -0.292 0.112 -0.486
H -9.521 1.319 -4.421 0.018 -0.134 -0.079
H -9.333 1.925 -2.041 -0.101 -0.014 -0.104
H -7.275 1.722 -0.894 0.655 -0.431 0.164
H -5.352 0.598 -4.609 0.089 -0.378 0.241
H -7.504 0.672 -5.734 -0.124 -0.132 0.017
C 0.709 -4.957 2.826 0.074 0.718 -0.024
C 1.064 -3.819 2.112 0.342 -0.298 0.094
C 0.408 -2.623 2.315 -0.310 0.413 -0.485
C -0.662 -2.566 3.192 -0.618 -0.985 0.575
C -1.043 -3.687 3.918 0.408 0.379 0.030
C -0.288 -4.846 3.778 -0.582 -0.693 -0.018
N -1.415 -1.310 3.412 1.910 0.041 -0.993
O -2.536 -1.300 3.857 -0.273 -0.188 0.139
O -0.759 -0.331 3.088 -0.747 0.321 0.348
H 1.200 -5.899 2.628 0.073 -0.014 0.183
H 1.896 -3.849 1.420 -0.147 0.018 -0.181
H 0.660 -1.789 1.681 0.075 0.183 0.299
H -1.886 -3.601 4.589 0.049 -0.155 0.079
H -0.517 -5.734 4.354 -0.238 0.121 0.098
```
Positions in Å, forces in eV/Å.

Computed properties:
energy: -628310.2288 eV
HOMO: -7.3 eV
total charge: 0
ΔE to the lowest compared entry with this formula, charge and spin: 307.1 kcal/mol

Löwdin atomic charge list, values in e, 4 entries: atom 1 (Br): 0.62, atom 2 (C): -0.68, atom 3 (C): -0.68, atom 4 (Br): 0.57

Please write out number 2 again, unchanged.
AgH2O as an isolated structure at a distorted geometry, computed with ωB97M-V/def2-TZVPD.

Structure (XYZ):
```
4
Properties=species:S:1:pos:R:3:forces:R:3
H -1.677 -0.141 -0.441 0.258 -0.377 -0.420
O -0.929 -0.201 0.160 0.834 -0.204 0.444
Ag 0.912 -1.371 -0.145 -1.319 0.736 0.040
H -2.122 0.953 1.110 0.227 -0.155 -0.064
```
Positions in Å, forces in eV/Å.

Computed properties:
spin multiplicity: 2
energy: -6074.0681 eV
HOMO (alpha / beta): -7.4 / -9.4 eV
total charge: 0

Electronic structure analysis, Löwdin charges in units of e: atom 1 (H): -0.13, atom 2 (O): -0.61, atom 3 (Ag): 0.64, atom 4 (H): 0.10

Q: What is the formula in the first record?
A: C2H3Cl2O2S

Q: The lowest energy belongs to which entry?
A: C38H41Br8N5O10

Q: Among the records above, which one has the highest energy?
A: AgH2O